The following is a DFT calculation (ωB97M-V/def2-TZVPD) of a structure of composition C22H41N2O2P3Ru at a distorted geometry.

```
71
Properties=species:S:1:pos:R:3:lowdin_spin:R:1
P 3.469 -0.908 0.046 0.5911
C 4.228 -0.880 1.710 0.0866
H 5.282 -0.571 1.666 0.0209
H 4.112 -1.878 2.159 -0.0006
H 3.641 -0.157 2.306 0.0035
C 4.122 -2.394 -0.790 0.0980
H 3.667 -2.431 -1.798 0.0009
H 3.753 -3.262 -0.213 -0.0001
H 5.219 -2.401 -0.855 0.0238
C 4.286 0.515 -0.768 0.0754
H 5.366 0.358 -0.909 0.0196
H 4.117 1.408 -0.142 -0.0005
H 3.803 0.697 -1.740 0.0014
P -1.101 2.877 -0.790 0.0811
C -1.178 3.512 0.892 0.0128
H -1.522 4.556 0.877 0.0037
H -0.187 3.467 1.366 0.0003
H -1.868 2.902 1.491 0.0000
C 0.124 3.911 -1.646 0.0242
H 0.071 3.766 -2.733 -0.0003
H 1.134 3.621 -1.318 0.0011
H -0.028 4.973 -1.404 0.0047
C -2.750 3.019 -1.506 0.0130
H -2.947 4.065 -1.780 0.0030
H -3.487 2.683 -0.760 -0.0003
H -2.852 2.382 -2.396 0.0008
P -2.594 -2.068 0.255 0.0434
C -3.260 -2.474 1.873 0.0107
H -3.979 -3.298 1.780 0.0027
H -3.769 -1.602 2.305 0.0005
H -2.467 -2.781 2.567 0.0001
C -3.891 -1.751 -0.933 0.0018
H -4.778 -2.342 -0.685 0.0002
H -3.568 -1.991 -1.948 0.0000
H -4.167 -0.692 -0.903 0.0008
C -1.433 -3.302 -0.293 0.0037
H -1.926 -3.981 -1.004 0.0007
H -1.055 -3.910 0.539 0.0000
H -0.571 -2.859 -0.807 0.0014
Ru -0.410 0.576 -1.024 1.5101
C 0.756 1.008 0.353 0.0040
O 1.520 1.323 1.202 -0.0014
C -1.774 -0.331 0.366 0.0957
O -2.216 0.294 1.328 0.0571
C -1.357 0.055 -3.204 0.0168
C -0.817 -1.199 -2.846 0.0405
C 0.561 -1.354 -2.638 0.0663
C 1.416 -0.255 -2.856 0.0038
C 0.906 0.972 -3.305 0.0528
C -0.475 1.123 -3.474 0.0099
H -2.422 0.211 -3.356 0.0011
H -1.461 -2.086 -2.767 0.0005
H 0.955 -2.339 -2.383 0.0020
H 2.501 -0.359 -2.787 0.0002
H 1.598 1.772 -3.536 0.0018
H -0.901 2.052 -3.841 -0.0002
C 1.568 -4.766 3.088 0.0542
C 1.083 -3.379 3.134 0.2553
C 0.738 -2.542 4.190 0.2224
C 0.298 -1.332 3.603 -0.0016
N 0.356 -1.421 2.262 0.3956
N 0.865 -2.643 2.024 0.0469
C -0.131 -0.094 4.281 -0.0091
H 2.502 -4.857 3.657 0.0200
H 0.826 -5.438 3.539 0.0204
H 1.749 -5.099 2.059 -0.0003
H 0.778 -2.772 5.239 0.0065
H 1.089 -2.912 1.069 0.0032
H 0.024 -0.191 5.364 -0.0001
H 0.439 0.778 3.918 -0.0018
H -1.198 0.108 4.094 -0.0026
```

Calculated values
2S+1   5
<S²>   6.040
DFT total energy   -2240.21488 a.u.
LUMO level (spin up / spin down)   -11.869 / -15.312 eV
Maximum force   4.07 eV Å⁻¹
Gap between HOMO and LUMO (spin up / spin down)   0.2116 / 0.1670 Eh
Charge   +4
HOMO level (spin up / spin down)   -17.6270 / -19.8558 eV



The following is a DFT calculation (ωB97M-V/def2-TZVPD) of a structure of composition C22H41NO17SSi2 at a distorted geometry.

```
84
Properties=species:S:1:pos:R:3:mulliken_charge:R:1
C 5.027 3.306 0.859 -0.6572
N 4.031 2.666 -0.130 -0.4319
C 4.262 1.164 0.078 -0.5368
Si 2.845 0.048 -0.598 0.2805
C 1.797 0.827 -2.015 -0.7711
C 0.268 1.268 -1.500 -0.0675
C -0.839 0.065 -1.666 -0.4839
C -1.943 -0.031 -0.458 -0.3041
O -2.029 1.158 0.406 -0.2626
C -3.265 1.096 1.222 -0.1407
O 3.607 -1.476 -1.129 -0.3166
Si 4.354 -2.219 0.304 0.6613
S 6.544 -2.027 0.282 -0.3943
H 4.439 3.489 1.869 0.2650
H 5.873 2.509 1.127 0.2313
H 5.548 4.263 0.431 0.2530
H 3.060 2.940 0.203 0.2463
H 4.267 1.019 1.263 0.4204
H 5.353 0.836 -0.272 0.1182
H 1.955 -0.258 0.538 -0.0639
H 2.341 1.695 -2.601 0.3526
H 1.609 -0.043 -2.809 0.3619
H -0.157 2.189 -2.130 0.3200
H 0.427 1.592 -0.362 -0.0389
H -0.214 -0.947 -1.746 0.1275
H -1.462 0.157 -2.679 0.2704
H -2.999 -0.251 -0.970 0.2052
H -1.767 -0.956 0.276 0.2490
H -3.051 1.414 2.351 0.1671
H -3.726 0.018 1.221 0.0905
H -4.053 1.812 0.698 -0.0117
H 3.904 -1.419 1.468 -0.1265
H 3.966 -3.633 0.458 -0.1396
H 6.877 -0.871 -0.461 0.1154
C 1.381 -5.854 -2.818 -0.3032
C 2.385 -6.624 -2.022 -0.3172
O 2.556 -5.833 -0.861 -0.2923
C 1.423 -5.084 -0.722 0.6504
O 1.157 -4.414 0.263 -0.5477
O 0.627 -5.182 -1.827 -0.2965
H 0.739 -6.505 -3.418 0.2927
H 1.847 -5.111 -3.473 0.2594
H 2.016 -7.612 -1.727 0.2629
H 3.334 -6.743 -2.553 0.2943
C -7.312 -2.410 2.254 -0.4017
C -5.908 -2.191 1.791 -0.3746
O -5.811 -0.783 1.699 -0.1315
C -6.757 -0.265 2.536 0.5277
O -6.841 0.915 2.833 -0.5605
O -7.595 -1.239 2.997 -0.3169
H -7.409 -3.300 2.882 0.2977
H -8.021 -2.481 1.423 0.2641
H -5.168 -2.551 2.514 0.3090
H -5.713 -2.657 0.821 0.3238
C -1.838 3.856 3.049 -0.0193
C -3.092 4.641 2.836 0.1305
O -2.974 5.701 3.765 -0.3443
C -1.642 5.856 4.024 0.5461
O -1.166 6.788 4.650 -0.5681
O -0.914 4.833 3.489 -0.3392
H -1.487 3.375 2.132 0.0578
H -1.948 3.096 3.830 0.2724
H -3.156 5.061 1.826 0.1424
H -3.991 4.051 3.033 0.1553
C -7.426 4.588 1.101 -0.4120
C -7.771 3.275 0.477 0.0346
O -6.718 3.066 -0.445 -0.3259
C -5.653 3.796 -0.002 0.6812
O -4.525 3.717 -0.461 -0.5387
O -6.013 4.625 1.021 -0.2731
H -7.756 4.654 2.141 0.3222
H -7.834 5.437 0.543 0.2695
H -7.775 2.455 1.202 -0.0275
H -8.736 3.300 -0.037 0.3072
C 8.809 -3.297 -2.528 -0.2200
C 7.810 -2.462 -3.261 -0.1205
O 8.162 -2.651 -4.619 -0.3281
C 8.828 -3.840 -4.695 0.6153
O 9.128 -4.396 -5.738 -0.5483
O 9.114 -4.326 -3.452 -0.3281
H 8.404 -3.715 -1.603 0.2687
H 9.727 -2.746 -2.298 0.2501
H 6.783 -2.811 -3.110 0.1564
H 7.871 -1.405 -2.988 0.2549
```

Calculated values
2S+1   1
DFT total energy   -3173.84929 a.u.
LUMO level   0.227 eV
Maximum force   3.22 eV Å⁻¹
Gap between HOMO and LUMO   0.3438 Eh
Charge   0
HOMO level   -9.1291 eV



The following is a DFT calculation (ωB97M-V/def2-TZVPD) of a cluster of 3 separate species, C22H41NO9S4 in total at a distorted geometry.

```
77
Properties=species:S:1:pos:R:3:mulliken_charge:R:1
C 4.274 -1.543 5.002 -1.0010
C 5.169 -1.419 3.745 -0.6063
C 4.473 -1.968 2.506 -1.0557
C 3.297 -1.075 2.092 -0.1976
N 2.886 -1.386 0.715 0.3850
C 2.775 -0.229 -0.193 -1.7731
C 1.525 0.642 -0.102 -0.0739
C 1.535 1.697 1.024 -1.3126
C 0.728 1.344 2.276 -0.3414
C -0.759 1.510 2.187 0.6844
C -1.566 1.645 3.242 -0.9464
C -2.946 1.830 2.762 0.2952
O -3.997 1.871 3.352 -0.5609
O -2.888 1.961 1.372 -0.3425
C -1.616 1.576 0.967 0.6319
O -1.368 1.336 -0.192 -0.5048
C 1.830 -2.297 0.604 -0.3696
S 1.825 -3.406 -0.593 -0.1562
S 0.491 -2.193 1.746 0.2819
C -0.645 -3.494 1.230 -0.6539
C -1.656 -3.780 2.359 -0.4727
C -2.058 -2.588 3.225 -1.0435
H 4.882 -1.835 5.849 0.3500
H 3.802 -0.595 5.225 0.2517
H 3.517 -2.301 4.846 0.2295
H 6.120 -1.910 3.903 0.4129
H 5.338 -0.360 3.566 0.3325
H 5.147 -2.061 1.662 0.3949
H 4.087 -2.964 2.719 0.2729
H 2.505 -1.242 2.817 0.1483
H 3.632 -0.047 2.178 0.3090
H 2.831 -0.627 -1.200 0.4908
H 3.638 0.408 -0.036 0.5321
H 0.616 0.061 -0.062 0.3979
H 1.477 1.197 -1.035 0.3556
H 2.560 1.858 1.346 0.6346
H 1.165 2.643 0.640 0.5827
H 0.980 0.358 2.642 0.0773
H 1.038 2.032 3.060 0.4876
H -1.296 1.631 4.280 0.5667
H -1.150 -3.189 0.323 0.3434
H -0.059 -4.384 1.054 0.4410
H -2.537 -4.242 1.932 0.3755
H -1.181 -4.504 3.014 0.2540
H -2.268 -1.693 2.647 0.1566
H -2.965 -2.821 3.774 0.4286
H -1.306 -2.379 3.975 0.2983
C -4.165 4.717 -0.641 -1.1655
C -2.708 4.359 -0.848 -0.1054
O -2.064 5.200 -1.832 -0.2740
S -1.629 6.658 -1.380 1.2950
C -0.590 7.016 -2.755 -0.9421
O -0.837 6.551 -0.192 -0.6526
O -2.764 7.525 -1.411 -0.6302
H -4.272 5.696 -0.174 0.3284
H -4.638 3.976 0.003 0.3849
H -4.690 4.749 -1.595 0.3073
H -2.151 4.400 0.089 0.2771
H -2.623 3.346 -1.235 0.1960
H 0.250 6.329 -2.748 0.3071
H -0.247 8.041 -2.638 0.3745
H -1.173 6.916 -3.666 0.3196
C -1.233 -0.988 -5.161 -1.0101
C -2.016 -2.139 -4.561 -0.2384
O -1.847 -3.368 -5.299 -0.2687
S -0.493 -4.174 -5.077 1.1977
C -1.005 -5.682 -5.826 -0.9879
O -0.306 -4.367 -3.673 -0.5850
O 0.541 -3.584 -5.867 -0.6105
H -0.160 -1.142 -5.056 0.2936
H -1.496 -0.058 -4.657 0.3829
H -1.451 -0.890 -6.224 0.2849
H -1.750 -2.301 -3.515 0.2419
H -3.083 -1.930 -4.599 0.2650
H -1.818 -6.104 -5.244 0.3070
H -0.145 -6.347 -5.820 0.3675
H -1.316 -5.476 -6.846 0.3492
```

Calculated values
2S+1   1
DFT total energy   -3187.49700 a.u.
LUMO level   -1.126 eV
Maximum force   1.75 eV Å⁻¹
SMILES string   CCCCN(CCCCC1=CC(=O)OC1=O)C(=S)SCCC.CCOS(C)(=O)=O.CCOS(C)(=O)=O
Gap between HOMO and LUMO   0.2633 Eh
Charge   0
HOMO level   -8.2923 eV